Here is 3 unconnected molecules or ions with the total composition FH3N2O at a distorted geometry from OMol25. Energies are from ωB97M-V with the def2-TZVPD basis set.

Structure (XYZ):
```
7
Properties=species:S:1:pos:R:3:forces:R:3
O -0.5778 -1.2408 -0.8170 -0.618 -2.525 2.646
N -0.6738 -2.2358 -0.3216 0.343 2.679 -1.752
N 0.1455 1.0442 1.0379 -0.863 1.146 -0.642
F -0.1728 -1.1760 -2.5006 0.232 -0.193 -0.860
H 0.9677 0.5099 1.2011 0.800 -0.308 0.167
H 0.0069 1.0910 0.0151 0.200 0.164 0.845
H 0.3045 2.0075 1.3851 -0.094 -0.964 -0.404
```
Forces are in eV/Å.

ΔE to the lowest compared entry with this formula, charge and spin: 47.4 kcal/mol
Orbital gap (alpha / beta): 8.8 / 8.6 eV
LUMO level (alpha / beta): -1.73 / -1.88 eV
HOMO (alpha / beta): -10.51 / -10.51 eV

Here is FH3NOPS in the gas phase at a distorted geometry from OMol25. Energies are from ωB97M-V with the def2-TZVPD basis set.

Structure (XYZ):
```
8
Properties=species:S:1:pos:R:3:forces:R:3
H -1.3217 1.9238 0.6888 -0.096 0.202 -0.220
N 0.8225 -0.9509 0.3956 -2.999 3.401 -2.775
S -1.1249 -0.9522 -1.9218 0.442 0.962 1.218
F 0.6998 1.2394 -0.9403 -0.497 -0.850 0.100
H 0.7102 -1.8638 0.2051 0.247 -3.855 -0.116
O -1.0191 1.1163 1.1136 1.609 -2.715 -3.222
H 1.4084 -0.4952 0.9790 2.318 0.918 2.513
P -0.1753 -0.0173 -0.5201 -1.024 1.937 2.502
```
Forces are in eV/Å.

ΔE to the lowest compared entry with this formula, charge and spin: 51.6 kcal/mol
Orbital gap: 9.8 eV
LUMO level: -0.34 eV
SMILES: N[P@@](O)(F)=S
HOMO: -10.09 eV

Here is a gas-phase ion, FH3O3P (charge +1) at a distorted geometry from OMol25. Energies are from ωB97M-V with the def2-TZVPD basis set.

Structure (XYZ):
```
8
Properties=species:S:1:pos:R:3:forces:R:3
O 0.3635 1.2001 0.8210 0.372 -0.033 -0.353
H 0.2517 0.9232 -1.9461 -0.047 0.372 -0.331
H 0.2273 1.2287 1.7734 -0.057 0.102 0.475
H 0.2016 -2.1531 0.1762 -0.060 -0.482 -0.156
P -0.0898 -0.0004 -0.0005 -2.470 0.037 -0.003
O 0.3601 0.1045 -1.4522 0.361 -0.307 0.202
O 0.3405 -1.3176 0.6327 0.369 0.330 0.163
F -1.6549 0.0146 -0.0045 1.532 -0.019 0.003
```
Forces are in eV/Å.

ΔE to the lowest compared entry with this formula, charge and spin: 0.0 kcal/mol
Orbital gap: 15.3 eV
Charge: +1
LUMO level: -4.18 eV
HOMO: -19.53 eV

Here is a molecular structure, FH42HgO21 at a distorted geometry from OMol25. Energies are from ωB97M-V with the def2-TZVPD basis set.

Structure (XYZ):
```
65
Properties=species:S:1:pos:R:3:forces:R:3
F -0.0292 -0.2225 0.7444 0.562 -0.745 0.234
H -0.1894 2.6674 -2.4141 -0.054 -0.624 0.207
O -2.1303 0.1357 3.4727 -0.129 0.976 -1.452
O -3.0753 0.4631 0.9279 0.818 0.096 0.585
O -5.5884 -0.7084 0.4243 -0.165 0.861 -0.633
H -4.0147 0.2272 0.9027 -0.053 -0.297 -0.046
O 2.5533 0.2922 0.4796 1.151 -0.750 -0.128
H -0.0697 -0.3590 -4.7679 -0.851 -0.898 -0.757
H 1.2195 4.2272 3.9111 -0.159 -1.226 -2.011
H -2.2323 -1.0180 -5.8881 -0.400 -0.247 -0.062
H -1.7106 1.7863 2.9396 -0.269 -0.022 0.174
O 2.3367 -4.3585 3.6306 0.537 -0.593 -1.530
H -1.4853 -1.8912 -4.7680 -0.552 1.071 -1.016
O 1.2290 3.6115 3.1000 1.224 0.844 2.490
H 2.7507 0.9398 2.2144 0.432 -0.019 -0.676
H 0.8110 5.0954 -2.1386 -0.605 -0.297 0.093
H 2.7978 -0.6429 0.6133 0.133 0.198 0.069
H 3.7672 -0.5174 -2.1696 0.382 -0.143 -0.050
O 0.4135 -0.4353 3.9160 -0.287 0.672 1.059
H 1.5973 0.2090 0.5222 -1.234 0.095 0.189
H 2.0447 -4.4132 4.5214 -0.433 0.012 1.247
H -1.6059 3.9816 -0.6456 0.305 0.241 -0.294
H 0.7073 -0.9568 3.1761 0.687 -0.222 -0.673
H 1.1476 0.0353 4.3426 -0.108 -0.416 -0.555
O 2.9412 -0.1415 -2.4709 -0.535 0.007 0.225
O 2.9477 1.6118 2.8805 0.821 0.816 1.152
H -0.2977 2.5019 2.9594 -1.503 0.264 -0.986
H -2.7825 -0.3396 -2.0303 0.277 -0.884 -0.127
H 2.3463 -5.2689 -2.9407 0.363 0.252 -0.232
H 1.4219 -0.4124 -4.1861 -0.881 0.559 -0.228
O 2.1146 -5.4014 -2.0196 -0.468 -0.096 -0.048
H 3.8889 1.8862 2.8753 -0.816 -0.787 -0.326
O -0.3734 1.7015 -2.3381 -0.208 2.000 1.197
O -1.1911 2.4595 2.4836 1.603 0.298 0.285
H 2.5871 -5.2725 3.3953 -0.136 0.668 0.131
O -1.4249 -1.1178 -5.3919 0.411 -1.205 1.080
H 1.0577 -2.4658 0.9808 -0.322 0.275 -0.434
H 0.8950 4.1106 -0.9754 -0.560 -0.126 -0.288
H -5.9160 0.0671 -0.0927 0.259 -1.015 0.428
H -2.2484 -2.8194 -1.7697 -0.391 -0.127 -0.058
Hg -1.1012 1.2597 -0.0975 -0.600 0.727 -0.927
H 1.9607 -2.9918 2.0486 0.449 -0.112 0.333
O -1.9509 -2.3155 -2.5342 -0.140 0.135 0.156
H -1.1938 0.0639 3.6712 1.023 -0.519 0.257
H 2.3849 2.3598 0.2757 -1.277 0.316 0.376
H -5.2960 -1.3571 -0.2349 -0.167 0.323 0.153
O -3.0773 0.5663 -2.0671 -0.520 0.655 -0.790
H -0.9998 -2.3833 -2.3810 0.490 0.028 -0.036
O -2.0762 3.3137 -0.1351 0.333 -0.320 0.982
H 1.1564 -3.6475 -1.3683 -0.142 0.383 -0.238
H 1.4755 3.1626 1.2888 0.050 0.013 0.064
O 1.8635 -2.2382 1.4521 -0.112 -0.254 0.340
H -0.0925 1.3331 -3.1628 0.672 -1.308 -1.301
O 0.6528 0.1464 -4.4373 2.021 0.914 1.196
H -1.7859 3.4288 0.8044 -0.446 0.224 -0.344
H 1.0467 -2.0702 -1.4014 -0.028 -0.572 0.025
O 0.5294 -2.8948 -1.3436 0.367 0.224 0.115
H 1.4265 -6.0741 -2.1050 0.026 -0.030 0.346
H 2.0520 3.0464 3.2500 -1.228 0.323 -0.366
H -2.6005 -0.2785 4.1589 -0.972 -0.788 1.366
O 0.2667 4.4393 -1.6631 1.054 0.157 0.354
H -3.1888 0.7295 -3.0312 0.269 -0.023 1.019
O 1.4645 2.6895 0.4435 0.744 0.176 -0.767
H -2.6819 0.2594 1.8114 -0.828 -0.180 -0.363
H 2.5542 0.2046 -1.6488 0.119 0.044 -0.186
```
Forces are in eV/Å.

ΔE to the lowest compared entry with this formula, charge and spin: 10.9 kcal/mol
Orbital gap: 10.7 eV
Charge: +1
LUMO level: -2.44 eV
HOMO: -13.16 eV

Here is a molecular structure, FHMgNNdO3S2 at a distorted geometry from OMol25. Energies are from ωB97M-V with the def2-TZVPD basis set.

Structure (XYZ):
```
10
Properties=species:S:1:pos:R:3:forces:R:3
O -0.1416 1.1010 1.0343 -2.107 -6.209 -1.147
N -0.6378 -0.3389 -0.9275 0.350 -0.273 0.433
Mg 0.1868 1.6293 -1.0342 0.731 0.775 1.646
Nd 0.6662 -3.8957 -0.0204 -0.870 1.900 -0.333
O 0.0160 -1.6323 1.1965 -0.332 0.637 -0.516
F -2.1537 -0.5857 1.1864 1.928 0.235 -0.589
H 2.0129 2.9380 0.1994 -0.091 -0.012 -0.065
O 1.2634 3.0430 -0.3889 -0.585 -0.771 -1.171
S -0.5814 -1.8309 -1.8655 0.364 -0.752 0.531
S -0.6308 -0.4278 0.6198 0.611 4.470 1.211
```
Forces are in eV/Å.

ΔE to the lowest compared entry with this formula, charge and spin: 0.0 kcal/mol
<S²>: 6.00
Orbital gap (alpha / beta): 6.3 / 6.4 eV
Charge: +1
LUMO level (alpha / beta): -5.46 / -5.39 eV
HOMO (alpha / beta): -11.76 / -11.79 eV
2S+1: 5

Here is 2 unconnected molecules or ions with the total composition FHN2O at a distorted geometry from OMol25. Energies are from ωB97M-V with the def2-TZVPD basis set.

Structure (XYZ):
```
5
Properties=species:S:1:pos:R:3:forces:R:3
N -1.0608 0.4958 0.0711 -1.811 0.786 -0.955
H 1.5878 -0.3547 0.2499 0.201 -3.599 -2.689
F 1.6334 -1.1774 -0.3796 0.896 2.642 2.171
O -2.1065 0.8376 -0.3023 -1.597 0.321 -0.335
N -0.0539 0.1988 0.3609 2.312 -0.149 1.808
```
Forces are in eV/Å.

ΔE to the lowest compared entry with this formula, charge and spin: 13.3 kcal/mol
Orbital gap: 13.4 eV
LUMO level: 1.03 eV
SMILES: N#[N+][O-].F
HOMO: -12.36 eV

Here is 2 unconnected molecules or ions with the total composition FHN2O2S at a distorted geometry from OMol25. Energies are from ωB97M-V with the def2-TZVPD basis set.

Structure (XYZ):
```
7
Properties=species:S:1:pos:R:3:forces:R:3
N -0.8651 2.3532 -0.9405 -0.203 -0.025 0.162
S 1.0801 -1.6661 0.4615 -0.899 2.634 -0.918
F 1.0432 -0.0234 0.9053 -0.145 -1.570 0.170
O 1.8767 -1.6098 -0.7413 0.512 -0.810 -0.039
H -0.2267 -1.5260 -0.0723 0.592 -0.244 0.793
O -1.6426 0.8449 0.5789 -0.860 -1.203 1.252
N -1.2656 1.6273 -0.1916 1.003 1.217 -1.420
```
Forces are in eV/Å.

ΔE to the lowest compared entry with this formula, charge and spin: 0.5 kcal/mol
Orbital gap: 10.9 eV
LUMO level: 0.02 eV
HOMO: -10.89 eV

Here is 2 unconnected molecules or ions with the total composition FHN2O2S at a distorted geometry from OMol25. Energies are from ωB97M-V with the def2-TZVPD basis set.

Structure (XYZ):
```
7
Properties=species:S:1:pos:R:3:forces:R:3
N -2.0378 0.1800 -0.7421 2.461 -0.729 -2.841
F -1.8212 1.4730 -0.7854 -0.825 0.687 1.067
O -2.8849 -1.4909 0.1761 -0.295 0.858 -0.015
N -2.9486 -0.2637 0.1521 -2.501 -0.706 3.085
S 0.2547 -1.2153 -0.0122 -0.378 -0.204 0.318
O -3.7053 0.4429 0.8136 1.244 -0.321 -1.228
H 0.6808 -0.2713 -0.8295 0.294 0.414 -0.386
```
Forces are in eV/Å.

ΔE to the lowest compared entry with this formula, charge and spin: 129.6 kcal/mol
Orbital gap (alpha / beta): 6.9 / 7.4 eV
LUMO level (alpha / beta): -3.51 / -2.56 eV
HOMO (alpha / beta): -10.44 / -10.01 eV

Here is 2 unconnected molecules or ions with the total composition FHN2O2S at a distorted geometry from OMol25. Energies are from ωB97M-V with the def2-TZVPD basis set.

Structure (XYZ):
```
7
Properties=species:S:1:pos:R:3:forces:R:3
O 2.0693 -1.1092 0.4383 1.177 -0.624 0.423
N 1.0079 -0.8064 0.0404 0.118 2.182 1.043
H -1.9878 -0.4318 -0.0156 0.214 0.168 0.243
F 0.2919 2.1740 0.2990 -0.294 -0.485 -0.475
O 0.2303 -1.2908 -0.6759 -0.132 -2.688 -1.492
S -1.2825 0.5055 -0.6698 -1.177 1.893 -0.508
N -0.3291 0.9586 0.5836 0.094 -0.447 0.766
```
Forces are in eV/Å.

ΔE to the lowest compared entry with this formula, charge and spin: 108.6 kcal/mol
Orbital gap (alpha / beta): 8.8 / 7.7 eV
LUMO level (alpha / beta): -0.91 / -1.17 eV
HOMO (alpha / beta): -9.71 / -8.90 eV

Here is 2 unconnected molecules or ions with the total composition FHNO3S at a distorted geometry from OMol25. Energies are from ωB97M-V with the def2-TZVPD basis set.

Structure (XYZ):
```
7
Properties=species:S:1:pos:R:3:forces:R:3
N 0.0916 2.1251 0.3644 0.125 0.388 1.855
O 0.0627 -1.0843 -1.5269 -0.283 -0.136 -1.352
S 0.2650 -1.3526 -0.1216 -1.511 0.435 2.576
F -1.1856 2.3402 1.0206 1.559 -0.633 -2.111
H 0.0174 1.8116 -0.6191 -1.684 -0.132 0.258
O 1.5890 -1.7972 0.2660 0.828 -0.443 -0.080
O -0.8402 -2.0429 0.6167 0.967 0.521 -1.146
```
Forces are in eV/Å.

ΔE to the lowest compared entry with this formula, charge and spin: 49.8 kcal/mol
Orbital gap (alpha / beta): 9.4 / 5.7 eV
Charge: -1
LUMO level (alpha / beta): 3.86 / 2.51 eV
HOMO (alpha / beta): -5.50 / -3.20 eV

no.,DFT total energy (eV)
1,-7789.1688
2,-26428.5458
3,-18193.3683
4,-50569.4348
5,-52751.0626
6,-7758.9451
7,-20640.9559
8,-20635.3575
9,-20636.2663
10,-21198.5793